1.
Here is a 16-piece molecular cluster, C64H112N16 overall at a distorted geometry from OMol25. Energies are from ωB97M-V/def2-TZVPD.

Cartesian coordinates (Å):
C -5.677 -2.204 -2.041
C -6.396 -2.835 -0.825
C -6.428 -1.881 0.373
C -5.147 -1.243 0.699
N -4.136 -0.720 0.814
H -4.622 -2.162 -1.889
H -6.002 -1.184 -2.172
H -5.784 -2.882 -2.873
H -5.977 -3.812 -0.644
H -7.423 -2.940 -1.144
H -6.861 -2.410 1.235
H -7.111 -1.070 0.078
C 4.803 2.366 0.824
C 5.275 2.525 -0.572
C 4.806 3.815 -1.294
C 5.247 5.084 -0.583
N 5.313 6.042 0.083
H 5.325 1.407 1.178
H 3.749 2.260 0.894
H 5.193 3.184 1.473
H 5.011 1.652 -1.152
H 6.384 2.579 -0.480
H 3.689 3.842 -1.173
H 5.077 3.822 -2.320
C -3.236 -4.335 0.594
C -3.737 -5.762 0.747
C -4.470 -6.111 2.072
C -5.605 -5.141 2.323
N -6.490 -4.418 2.520
H -3.165 -4.050 -0.418
H -2.294 -4.154 1.092
H -3.900 -3.616 1.028
H -2.861 -6.514 0.502
H -4.389 -5.997 -0.115
H -3.802 -6.011 2.973
H -4.919 -7.149 2.009
C -0.096 -0.198 1.791
C 1.280 -0.338 1.070
C 1.229 0.334 -0.262
C 0.446 -0.370 -1.242
N -0.163 -0.999 -2.012
H -1.003 -0.413 1.180
H -0.261 0.820 2.202
H -0.086 -0.871 2.644
H 1.530 -1.377 1.046
H 2.053 0.086 1.627
H 2.274 0.391 -0.642
H 0.991 1.423 -0.147
C 0.355 -4.164 -0.930
C 0.791 -4.922 -2.194
C 0.380 -6.323 -2.183
C -1.007 -6.569 -2.033
N -2.147 -6.733 -2.013
H 0.816 -3.169 -0.797
H 0.501 -4.822 -0.038
H -0.730 -4.027 -1.024
H 1.900 -4.968 -2.193
H 0.552 -4.456 -3.141
H 0.909 -6.847 -1.363
H 0.660 -6.892 -3.092
C 3.327 5.556 -6.280
C 3.221 5.250 -4.786
C 1.789 5.368 -4.222
C 1.392 6.777 -4.156
N 1.135 7.897 -4.076
H 3.246 6.633 -6.545
H 2.549 5.001 -6.810
H 4.300 5.195 -6.635
H 3.837 5.911 -4.174
H 3.634 4.230 -4.551
H 1.811 5.008 -3.135
H 1.069 4.816 -4.801
C 3.379 0.548 -6.226
C 1.927 0.626 -5.781
C 1.764 0.135 -4.354
C 2.330 1.124 -3.418
N 2.843 1.918 -2.822
H 3.468 0.970 -7.201
H 3.760 -0.475 -6.148
H 3.998 1.202 -5.650
H 1.394 -0.045 -6.486
H 1.624 1.664 -5.912
H 2.207 -0.843 -4.188
H 0.710 0.067 -4.121
C 4.205 -3.147 -2.979
C 3.722 -2.046 -2.035
C 4.295 -2.295 -0.652
C 3.770 -3.471 -0.070
N 3.391 -4.441 0.381
H 3.678 -3.044 -3.987
H 4.146 -4.160 -2.535
H 5.317 -2.941 -3.184
H 2.605 -1.982 -2.066
H 4.087 -1.087 -2.364
H 4.232 -1.397 0.039
H 5.411 -2.395 -0.657
C 1.476 -2.727 4.543
C 2.062 -3.563 3.402
C 1.618 -5.016 3.320
C 0.119 -5.050 3.358
N -1.002 -5.194 3.443
H 0.442 -2.748 4.461
H 1.746 -1.730 4.516
H 1.673 -3.162 5.537
H 3.216 -3.491 3.395
H 1.711 -3.080 2.503
H 2.097 -5.688 4.049
H 1.964 -5.342 2.286
C 2.051 6.533 -0.133
C 0.770 6.666 0.712
C -0.526 6.058 0.088
C -0.631 4.634 0.027
N -0.645 3.479 -0.021
H 2.900 7.085 0.258
H 1.831 6.988 -1.114
H 2.225 5.418 -0.289
H 0.453 7.689 0.601
H 0.757 6.275 1.737
H -0.536 6.433 -0.886
H -1.384 6.494 0.597
C -3.955 2.347 3.592
C -2.970 2.101 2.437
C -3.683 2.376 1.114
C -3.915 3.835 1.077
N -4.149 4.941 0.988
H -3.472 2.186 4.563
H -4.859 1.759 3.578
H -4.228 3.391 3.576
H -2.709 1.056 2.550
H -2.126 2.794 2.399
H -4.565 1.822 0.963
H -3.083 2.108 0.289
C -2.491 -2.517 -7.086
C -2.021 -1.346 -6.234
C -1.369 -1.901 -4.899
C -0.093 -2.595 -5.093
N 0.939 -3.079 -5.179
H -3.249 -3.067 -6.494
H -1.597 -3.169 -7.253
H -2.919 -2.136 -8.031
H -2.820 -0.652 -5.892
H -1.285 -0.702 -6.742
H -2.066 -2.587 -4.449
H -1.135 -1.095 -4.190
C 7.599 2.187 4.413
C 7.056 0.809 4.028
C 5.549 0.852 4.201
C 4.929 -0.232 3.405
N 4.474 -1.075 2.774
H 8.648 2.069 4.602
H 6.978 2.476 5.283
H 7.458 2.881 3.692
H 7.353 -0.054 4.645
H 7.454 0.510 3.107
H 4.959 1.784 3.987
H 5.338 0.639 5.334
C -1.378 1.235 6.896
C -0.291 1.060 5.832
C 0.218 2.503 5.392
C 1.201 2.538 4.348
N 2.098 2.448 3.609
H -1.697 0.258 7.249
H -2.280 1.754 6.535
H -0.995 1.880 7.669
H -0.663 0.485 5.019
H 0.552 0.509 6.276
H 0.660 2.897 6.310
H -0.573 3.200 5.243
C -5.445 -0.615 5.548
C -5.311 -1.920 4.836
C -4.247 -2.853 5.590
C -2.875 -2.329 5.624
N -1.721 -2.114 5.609
H -5.784 0.195 4.955
H -4.429 -0.141 5.747
H -5.871 -0.744 6.553
H -5.063 -1.962 3.761
H -6.268 -2.560 5.039
H -4.170 -3.916 5.214
H -4.534 -2.835 6.659
C -4.412 3.084 -3.371
C -3.898 1.985 -2.502
C -2.406 2.166 -2.135
C -1.581 2.176 -3.355
N -1.038 2.084 -4.367
H -4.389 4.064 -2.868
H -5.401 2.815 -3.730
H -3.761 3.125 -4.261
H -3.872 1.058 -3.045
H -4.594 1.647 -1.710
H -2.102 1.328 -1.546
H -2.229 3.118 -1.544

The calculation puts the energy above the lowest of the compared OMol25 structures with the same formula, charge and spin at 4.527 eV. The calculated total energy comes out at -92020.9676 eV. The charge is 0. Its molar mass is 1105.71 g/mol. As for the largest force on an atom: 4.77 eV Å⁻¹.

Results of the Mulliken charge analysis, in e, for atoms 1 through 8: atom 1 (C): -1.245, atom 2 (C): -0.213, atom 3 (C): -0.584, atom 4 (C): 0.196, atom 5 (N): -0.283, atom 6 (H): 0.206, atom 7 (H): 0.310, atom 8 (H): 0.503



2.
Here is a 14-piece molecular cluster, C64H158N10O14 overall at a distorted geometry from OMol25. Energies are from ωB97M-V/def2-TZVPD.

Cartesian coordinates (Å):
C 2.664 -5.408 -1.364
C 3.657 -5.496 -2.516
C 2.749 -6.003 -3.727
C 3.342 -5.846 -5.095
C 3.789 -4.428 -5.294
C 4.627 -3.752 -4.228
N 4.153 -4.160 -2.888
O 4.827 -3.503 -1.787
C 6.103 -4.121 -4.444
C 4.398 -2.197 -4.331
C 4.775 -6.504 -2.124
H 2.282 -6.410 -1.170
H 1.795 -4.812 -1.642
H 3.046 -4.803 -0.541
H 2.606 -7.078 -3.613
H 1.689 -5.754 -3.683
H 2.743 -6.244 -5.914
H 4.202 -6.516 -5.106
H 3.016 -3.735 -5.626
H 4.307 -4.391 -6.252
H 6.381 -5.145 -4.195
H 6.283 -3.968 -5.508
H 6.900 -3.576 -3.938
H 4.847 -1.537 -3.589
H 4.783 -1.739 -5.242
H 3.343 -1.961 -4.192
H 4.272 -7.409 -1.784
H 5.442 -6.108 -1.358
H 5.365 -6.688 -3.022
H 5.693 -3.911 -1.858
C 5.100 2.789 -0.408
C 4.666 2.924 1.054
C 5.411 1.786 1.833
C 5.490 1.995 3.388
C 6.065 3.359 3.724
C 5.379 4.536 3.003
N 5.222 4.229 1.529
O 4.763 5.308 0.815
C 4.043 4.810 3.662
C 6.348 5.734 3.129
C 3.094 2.802 1.177
H 4.637 3.568 -1.015
H 4.660 1.894 -0.848
H 6.179 2.780 -0.563
H 4.939 0.843 1.560
H 6.420 1.767 1.422
H 6.047 1.220 3.915
H 4.463 1.939 3.748
H 7.107 3.382 3.408
H 5.991 3.493 4.803
H 3.560 5.687 3.233
H 3.297 4.015 3.670
H 4.136 5.054 4.720
H 7.261 5.602 2.547
H 5.883 6.657 2.782
H 6.674 5.901 4.156
H 2.740 2.598 2.188
H 2.743 1.988 0.542
H 2.650 3.756 0.894
H 3.849 5.443 1.077
C 3.509 -0.640 5.304
C 4.083 -2.063 5.047
C 4.088 -2.995 6.332
C 2.734 -3.584 6.642
C 2.267 -4.375 5.422
C 2.184 -3.635 4.071
N 3.436 -2.810 3.939
O 3.511 -2.166 2.689
C 2.048 -4.715 2.998
C 0.955 -2.668 4.195
C 5.573 -1.860 4.671
H 2.547 -0.730 5.808
H 3.418 -0.046 4.394
H 4.131 -0.026 5.956
H 4.849 -3.776 6.335
H 4.284 -2.288 7.138
H 1.966 -2.853 6.893
H 2.841 -4.218 7.522
H 1.285 -4.759 5.695
H 2.961 -5.215 5.403
H 1.204 -5.387 3.160
H 1.935 -4.122 2.091
H 2.967 -5.297 2.926
H 0.736 -2.174 3.249
H 0.084 -3.258 4.480
H 1.058 -1.924 4.985
H 6.059 -2.835 4.645
H 6.103 -1.228 5.384
H 5.646 -1.407 3.683
H 2.848 -1.475 2.749
C -4.345 3.758 -6.379
C -4.411 2.280 -5.760
C -2.951 2.040 -5.229
C -2.786 0.949 -4.177
C -3.792 1.190 -3.045
C -5.306 1.466 -3.433
N -5.403 2.378 -4.621
O -6.661 2.695 -5.029
C -5.904 0.054 -3.752
C -5.960 2.123 -2.204
C -4.773 1.161 -6.792
H -3.866 3.771 -7.359
H -3.927 4.513 -5.712
H -5.372 3.971 -6.675
H -2.282 1.770 -6.045
H -2.553 2.989 -4.869
H -1.765 1.044 -3.806
H -2.986 -0.023 -4.629
H -3.328 2.021 -2.513
H -3.841 0.350 -2.353
H -6.975 0.094 -3.948
H -5.479 -0.456 -4.616
H -5.725 -0.583 -2.886
H -5.470 3.083 -2.037
H -7.028 2.317 -2.301
H -5.718 1.533 -1.321
H -4.543 0.155 -6.439
H -4.362 1.411 -7.770
H -5.841 1.068 -6.989
H -7.028 1.872 -5.359
C -5.762 4.371 1.151
C -5.587 4.687 2.682
C -5.568 3.350 3.549
O -4.467 2.496 3.213
C -4.537 1.353 3.997
N -4.258 5.235 2.799
H -4.996 3.727 0.719
H -5.762 5.303 0.587
H -6.728 3.893 0.991
H -6.379 5.373 2.985
H -6.508 2.800 3.505
H -5.496 3.599 4.608
H -4.177 1.571 5.003
H -3.858 0.556 3.694
H -5.484 0.876 4.251
H -3.953 5.652 1.932
H -3.630 4.470 3.001
C -1.852 6.589 -3.500
C -1.969 6.153 -2.030
C -3.087 7.034 -1.285
O -3.443 6.729 0.046
C -2.569 7.466 0.982
N -2.473 4.785 -2.004
H -1.156 5.847 -3.892
H -1.483 7.596 -3.698
H -2.686 6.352 -4.160
H -0.995 6.296 -1.561
H -4.007 6.861 -1.843
H -2.903 8.101 -1.407
H -2.955 7.318 1.991
H -2.599 8.548 0.854
H -1.587 7.013 0.846
H -3.301 4.797 -2.582
H -2.786 4.633 -1.056
C -2.840 -5.100 -2.466
C -3.000 -3.656 -3.045
C -2.121 -3.496 -4.313
O -2.067 -2.147 -4.803
C -1.198 -2.004 -5.972
N -4.394 -3.469 -3.339
H -3.267 -5.849 -3.133
H -3.433 -5.299 -1.573
H -1.844 -5.469 -2.219
H -2.632 -2.868 -2.389
H -2.366 -4.195 -5.112
H -1.116 -3.745 -3.971
H -1.304 -1.054 -6.495
H -1.316 -2.833 -6.670
H -0.148 -2.171 -5.731
H -4.559 -4.073 -4.131
H -4.319 -2.582 -3.816
C -0.519 5.759 3.828
C -0.031 4.380 3.233
C -0.665 3.256 4.050
O -0.083 1.977 3.811
C -0.773 0.955 4.426
N -0.192 4.264 1.777
H 0.125 5.901 4.697
H -1.550 5.760 4.183
H -0.324 6.581 3.140
H 1.018 4.352 3.528
H -1.730 3.279 3.818
H -0.467 3.470 5.100
H -0.714 1.074 5.508
H -0.332 -0.004 4.158
H -1.825 0.947 4.141
H 0.439 3.542 1.460
H -1.158 4.016 1.618
C -2.300 1.821 0.056
C -1.298 0.690 0.505
C -0.991 -0.292 -0.613
O -0.232 -1.324 -0.049
C -0.059 -2.518 -0.853
N -0.108 1.393 0.956
H -1.946 2.391 -0.804
H -2.449 2.480 0.912
H -3.268 1.413 -0.234
H -1.769 0.135 1.316
H -0.650 0.168 -1.541
H -1.927 -0.796 -0.854
H -0.897 -3.128 -1.189
H 0.587 -3.240 -0.352
H 0.468 -2.174 -1.743
H 0.640 0.726 1.082
H -0.256 1.754 1.888
C -1.268 -6.276 5.414
C -2.261 -6.321 4.312
C -1.961 -5.548 3.077
O -0.886 -6.156 2.311
C -0.858 -5.818 0.972
N -2.398 -7.723 3.896
H -1.482 -5.376 5.991
H -0.250 -6.288 5.025
H -1.392 -7.163 6.035
H -3.202 -5.992 4.752
H -1.632 -4.519 3.219
H -2.863 -5.460 2.470
H 0.147 -6.116 0.672
H -1.073 -4.761 0.813
H -1.673 -6.302 0.435
H -3.164 -7.777 3.240
H -1.613 -7.864 3.278
C 0.596 3.761 -2.032
O -0.224 3.644 -3.114
H 0.097 3.258 -1.203
H 1.572 3.292 -2.163
H 0.737 4.826 -1.845
H -1.078 3.955 -2.807
C 2.988 -1.201 -0.219
O 2.238 -0.454 0.697
H 4.066 -1.114 -0.083
H 2.727 -2.254 -0.325
H 2.731 -0.786 -1.193
H 1.347 -0.812 0.671
C -4.002 -2.537 0.838
O -4.211 -3.918 0.758
H -4.676 -2.038 1.534
H -2.979 -2.264 1.098
H -4.237 -1.987 -0.074
H -4.863 -4.065 0.069
C 1.072 0.723 -4.289
O 1.852 0.271 -5.354
H 1.132 0.102 -3.395
H 1.311 1.744 -3.991
H 0.026 0.724 -4.595
H 1.946 1.044 -5.917

The calculation puts the energy above the lowest of the compared OMol25 structures with the same formula, charge and spin at 2.528 eV. The calculated total energy comes out at -112483.9326 eV. The charge is 0. Its molar mass is 1292.02 g/mol. As for the largest force on an atom: 3.80 eV Å⁻¹.

Results of the Mulliken charge analysis, in e, for atoms 1 through 8: atom 1 (C): -2.155, atom 2 (C): 1.801, atom 3 (C): -1.084, atom 4 (C): -0.989, atom 5 (C): -1.104, atom 6 (C): 1.621, atom 7 (N): 0.450, atom 8 (O): -0.315



> Look up the largest force on an atom of the second one.

3.80 eV Å⁻¹



> What is the formula in the first record?

C64H112N16



> Which of these has the highest largest force on an atom?

C64H112N16